Computed, not measured: a structure of composition C12H18FeN8OS at a distorted geometry, with the ωB97M-V functional and the def2-TZVPD basis.

The geometry in XYZ format:
```
41
Properties=species:S:1:pos:R:3:mulliken_charge:R:1
Fe -0.67 1.21 -0.62 0.50
N 0.56 5.46 -0.89 -0.36
C 0.35 4.15 -1.09 0.64
S -1.31 3.61 -1.04 -0.43
N 1.36 3.37 -1.33 -0.83
N 1.20 2.06 -1.49 0.58
C 2.10 1.43 -2.18 -0.32
C 2.13 0.04 -2.47 0.51
C 3.28 -0.51 -3.07 -0.79
C 3.40 -1.85 -3.32 -0.57
C 2.36 -2.72 -2.96 -0.56
C 1.20 -2.23 -2.43 -0.28
C 1.01 -0.84 -2.20 0.66
O -0.11 -0.39 -1.77 -0.76
H -0.23 6.07 -0.80 0.22
H 1.47 5.84 -1.08 0.26
H 2.92 2.03 -2.58 0.38
H 4.10 0.16 -3.32 0.37
H 4.29 -2.25 -3.78 0.42
H 2.48 -3.78 -3.10 0.40
H 0.38 -2.89 -2.18 0.44
C -0.76 -3.22 1.12 -1.20
N -1.46 -2.25 1.93 0.04
C -1.94 -2.78 3.20 -0.98
C -1.22 -0.92 1.73 0.77
N -0.31 -0.44 0.95 -0.65
N -2.07 -0.05 2.38 -0.06
C -2.03 1.32 2.34 0.48
N -2.91 1.92 3.19 -0.39
N -1.21 1.95 1.59 -0.54
H -1.36 -4.13 1.08 0.36
H 0.23 -3.46 1.52 0.37
H -0.66 -2.84 0.10 0.42
H -2.36 -3.77 3.02 0.34
H -2.71 -2.16 3.64 0.28
H -1.11 -2.87 3.91 0.32
H 0.34 -1.13 0.61 0.17
H -2.81 -0.45 2.95 0.15
H -3.66 1.40 3.61 0.19
H -3.04 2.92 3.13 0.23
H -1.25 2.96 1.72 0.23
```

Its net charge is +1. For the HOMO energy (spin up / spin down), the calculation gives -11.0 / -10.9 eV. The gap between HOMO and LUMO (spin up / spin down) is 8.129 / 5.274 eV. As for the LUMO energy (spin up / spin down): -2.82 / -5.63 eV. Its spin multiplicity is 6. The total energy is -71921.8201 eV.